This record from the Open Molecules 2025 dataset describes one molecule with the formula C6H14O. The level of theory is ωB97M-V/def2-TZVPD.

Output
Relative energy (zero: lowest compared OMol25 entry of this formula, charge and spin), kcal/mol: 36.7
HOMO, eV: -9.65
SMILES: COCC(C)(C)C
Kohn-Sham gap, eV: 10.558
Charge: 0

Last column: Mulliken charge in e.
Cartesian coordinates (Å):
C 2.16 -1.48 -0.03  -0.770
O 1.41 -0.66 -0.97  -0.344
C 0.77 0.59 -0.70  -0.937
C -0.60 0.42 0.00  2.093
C -1.12 1.80 0.40  -1.829
C -1.56 -0.27 -0.98  -1.702
C -0.35 -0.47 1.21  -1.134
H 1.72 -1.91 0.90  0.292
H 3.07 -0.97 0.29  0.295
H 2.36 -2.37 -0.63  0.274
H 0.58 1.06 -1.68  0.358
H 1.42 1.28 -0.14  0.353
H -0.46 2.26 1.14  0.431
H -2.12 1.72 0.85  0.397
H -1.19 2.47 -0.47  0.380
H -1.10 -1.18 -1.38  0.367
H -1.79 0.38 -1.83  0.387
H -2.50 -0.54 -0.49  0.406
H 0.50 -1.07 0.96  -0.053
H -1.14 -1.19 1.43  0.365
H -0.08 0.10 2.11  0.374



This record from the Open Molecules 2025 dataset describes one molecule with the formula C20H22N4O4S. The level of theory is ωB97M-V/def2-TZVPD.

Output
Relative energy (zero: lowest compared OMol25 entry of this formula, charge and spin), kcal/mol: 61.7
HOMO, eV: -9.07
SMILES: N#CCCN(Cc1cccnc1)C(=O)c1ccc(S(=O)(=O)N2CCOCC2)cc1
Kohn-Sham gap, eV: 9.217
Charge: 0

Last column: Mulliken charge in e.
Cartesian coordinates (Å):
N 2.09 -6.10 5.26  -0.408
C 1.53 -5.39 4.56  0.108
C 0.85 -4.48 3.68  -0.123
H 0.18 -5.04 3.03  0.306
H 0.26 -3.79 4.29  0.290
C 1.86 -3.69 2.82  -1.318
N 1.20 -2.69 2.01  0.269
C 0.86 -3.03 0.74  0.146
O 1.11 -4.12 0.27  -0.645
C 0.17 -1.95 -0.05  0.258
C 0.86 -1.34 -1.09  -0.610
C 0.26 -0.34 -1.83  -1.081
C -1.04 0.02 -1.54  0.197
C -1.76 -0.62 -0.55  -0.534
C -1.15 -1.61 0.20  -0.231
H -1.71 -2.12 0.97  0.584
H -2.79 -0.33 -0.39  0.574
S -1.76 1.39 -2.45  1.471
O -1.33 1.32 -3.82  -0.758
O -3.17 1.43 -2.16  -0.697
N -0.93 2.63 -1.71  0.339
C -1.55 3.15 -0.51  -0.667
H -2.04 2.32 0.00  0.303
C -2.57 4.24 -0.85  -0.713
H -2.93 4.73 0.05  0.384
O -1.98 5.26 -1.64  -0.426
C -1.46 4.74 -2.84  -0.438
H -1.05 5.58 -3.39  0.367
C -0.39 3.68 -2.56  -0.816
H -0.07 3.21 -3.49  0.491
H 0.46 4.13 -2.04  0.284
H -2.27 4.28 -3.43  0.316
H -3.41 3.78 -1.39  0.369
H -0.75 3.54 0.13  0.435
H 0.77 0.16 -2.64  0.495
H 1.88 -1.65 -1.31  0.522
C 0.89 -1.41 2.61  -1.019
C 1.43 -0.25 1.81  0.769
C 0.66 0.89 1.58  -0.837
N 1.08 1.93 0.89  -0.295
C 2.29 1.89 0.36  -0.303
C 3.16 0.81 0.53  -0.721
C 2.71 -0.27 1.28  -0.158
H 3.35 -1.13 1.43  0.413
H 4.14 0.82 0.10  0.437
H 2.59 2.76 -0.21  0.365
H -0.34 0.97 1.99  0.377
H 1.35 -1.39 3.60  0.566
H -0.19 -1.28 2.74  0.413
H 2.61 -3.21 3.46  0.448
H 2.37 -4.39 2.14  0.502



This record from the Open Molecules 2025 dataset describes an isolated ion of composition C20H24NO2 and charge +1. The level of theory is ωB97M-V/def2-TZVPD.

Output
Relative energy (zero: lowest compared OMol25 entry of this formula, charge and spin), kcal/mol: 68.6
HOMO, eV: -10.96
SMILES: C=CC[NH+](CC=C)CCOc1cccc(Oc2ccccc2)c1
Kohn-Sham gap, eV: 8.452
Charge: +1

Last column: Mulliken charge in e.
Cartesian coordinates (Å):
C 1.28 3.86 -1.35  -0.744
C 1.26 3.22 -2.51  -0.230
C 2.07 1.98 -2.75  -0.701
N 1.30 0.73 -2.44  0.085
H 0.95 0.80 -1.46  0.345
C 2.18 -0.47 -2.53  -0.674
C 1.50 -1.68 -1.93  -0.151
C 1.32 -1.81 -0.62  -0.857
H 0.83 -2.67 -0.21  0.363
H 1.66 -1.07 0.08  0.302
H 1.17 -2.44 -2.61  0.401
H 2.42 -0.64 -3.58  0.396
H 3.10 -0.26 -1.99  0.456
C 0.05 0.59 -3.21  -0.658
H 0.13 1.11 -4.17  0.427
H -0.12 -0.47 -3.39  0.391
C -1.11 1.16 -2.36  -0.730
O -0.90 0.81 -1.02  -0.577
C -1.46 -0.37 -0.52  0.346
C -2.02 -1.37 -1.29  -0.598
C -2.54 -2.49 -0.66  -0.874
C -2.48 -2.63 0.71  -0.926
C -1.90 -1.63 1.49  0.342
C -1.39 -0.49 0.86  0.354
H -0.97 0.32 1.44  0.626
O -1.92 -1.81 2.82  -0.400
C -1.10 -1.07 3.65  0.315
C -1.66 -0.51 4.79  -0.623
C -0.86 0.18 5.69  -0.472
C 0.50 0.31 5.45  -0.519
C 1.06 -0.26 4.32  -0.580
C 0.27 -0.95 3.42  0.011
H 0.70 -1.43 2.55  0.419
H 2.12 -0.18 4.14  0.396
H 1.12 0.84 6.15  0.398
H -1.30 0.61 6.57  0.391
H -2.72 -0.62 4.96  0.441
H -2.88 -3.50 1.20  0.497
H -2.99 -3.27 -1.26  0.412
H -2.09 -1.30 -2.37  0.356
H -2.07 0.81 -2.74  0.478
H -1.10 2.25 -2.38  0.481
H 2.95 1.99 -2.12  0.456
H 2.38 1.92 -3.80  0.420
H 0.68 3.60 -3.34  0.444
H 0.71 4.76 -1.20  0.298
H 1.87 3.53 -0.51  0.266



This record from the Open Molecules 2025 dataset describes C6H9IrO4 as an isolated structure. The level of theory is ωB97M-V/def2-TZVPD.

Output
Relative energy (zero: lowest compared OMol25 entry of this formula, charge and spin), kcal/mol: 81.7
HOMO (spin up / spin down), eV: -16.86 / -18.08
2S+1: 5
Kohn-Sham gap (spin up / spin down), eV: 7.865 / 7.247
<S²>: 6.014
Charge: +2

Last column: Mulliken charge in e.
Cartesian coordinates (Å):
O 3.99 -0.13 -0.07  -0.479
C 2.81 0.06 0.36  0.613
O 2.41 -0.59 1.37  -0.588
O 2.05 0.91 -0.27  -0.275
C 0.61 0.84 -0.20  -0.915
Ir 4.05 -1.34 1.40  1.346
H 0.51 -0.06 0.42  0.608
H 0.47 1.55 -1.03  0.562
C -0.65 1.75 0.83  -0.320
C -1.77 1.03 0.25  -0.233
H -0.53 2.77 0.45  0.360
H -0.45 1.48 1.88  0.315
H -2.52 0.68 0.96  0.344
C -1.43 0.13 -0.77  0.054
C -1.83 -1.32 -0.68  -0.561
O -0.81 -2.13 -1.26  -0.491
H -1.20 0.50 -1.78  0.515
H -2.78 -1.47 -1.21  0.400
H -1.97 -1.61 0.38  0.399
H -0.96 -3.05 -1.02  0.347



This record from the Open Molecules 2025 dataset describes a 2-piece molecular cluster, C6H11ClSi overall. The level of theory is ωB97M-V/def2-TZVPD.

Output
Relative energy (zero: lowest compared OMol25 entry of this formula, charge and spin), kcal/mol: 97.3
HOMO, eV: -7.40
Kohn-Sham gap, eV: 5.175
Charge: 0

Last column: Mulliken charge in e.
Cartesian coordinates (Å):
C -0.31 2.93 -0.52  -0.592
C -1.16 -1.14 -1.71  -0.778
C -1.02 2.00 0.13  -0.217
C -0.87 -1.09 -0.40  0.719
C -0.84 -2.34 0.49  -1.308
C 1.48 0.44 1.20  -0.623
Si -0.22 0.36 0.42  0.484
Cl 4.00 -0.67 -0.48  -0.746
H -0.39 4.02 -0.47  0.289
H 0.72 2.64 -0.75  0.254
H -1.37 -0.31 -2.35  0.319
H -1.35 -2.16 -2.21  0.209
H -1.97 2.25 0.68  0.278
H -0.87 -3.14 -0.18  0.396
H -1.62 -2.43 1.18  0.350
H 0.22 -2.37 0.96  0.305
H 1.70 -0.49 1.87  0.339
H 2.25 0.23 0.39  -0.095
H 1.61 1.28 1.75  0.415



This record from the Open Molecules 2025 dataset describes one molecule with the formula C6H8ClNO2. The level of theory is ωB97M-V/def2-TZVPD.

Output
Relative energy (zero: lowest compared OMol25 entry of this formula, charge and spin), kcal/mol: 42.4
HOMO, eV: -10.24
SMILES: O=C(OCCl)C1=NCCC1
Kohn-Sham gap, eV: 11.007
Charge: 0

Last column: Mulliken charge in e.
Cartesian coordinates (Å):
C 1.11 -0.50 1.37  0.310
C -0.69 1.40 -1.32  -0.587
C 0.66 1.01 -0.67  -0.422
C -1.57 1.57 -0.11  -0.575
C 0.15 0.27 0.54  0.536
C 0.49 -2.71 0.60  -0.215
N -1.04 0.49 0.87  -0.618
O 1.75 0.01 2.26  -0.487
O 1.40 -1.91 1.18  -0.331
Cl 0.06 -2.39 -1.06  -0.177
H -0.61 2.33 -1.91  0.330
H -1.00 0.58 -1.89  0.290
H 1.47 0.57 -1.28  0.308
H 1.12 1.90 -0.30  0.339
H -1.33 2.51 0.24  0.322
H -2.63 1.46 -0.28  0.351
H -0.42 -2.87 1.19  0.326
H 1.08 -3.72 0.58  0.298



This record from the Open Molecules 2025 dataset describes C14H14IrN4S as an isolated structure. The level of theory is ωB97M-V/def2-TZVPD.

Output
HOMO (spin up / spin down), eV: -15.31 / -15.38
2S+1: 2
Kohn-Sham gap (spin up / spin down), eV: 6.563 / 6.280
<S²>: 0.763
Charge: +2

Last column: Mulliken charge in e.
Cartesian coordinates (Å):
Ir -0.40 0.45 -1.14  0.750
N -0.51 4.43 -2.99  -0.347
C -0.12 3.28 -2.48  0.826
S -0.95 1.82 -3.01  -0.291
N 0.88 3.21 -1.66  -1.215
N 1.12 2.06 -1.09  0.573
C 2.24 1.77 -0.54  -0.361
C 2.40 0.43 -0.02  0.852
C 3.57 -0.02 0.57  -0.813
C 3.63 -1.32 1.06  -0.260
C 2.51 -2.13 0.93  -0.829
C 1.39 -1.63 0.30  0.118
N 1.34 -0.38 -0.18  -0.178
H -1.26 4.47 -3.67  0.211
H -0.05 5.30 -2.75  0.269
H 3.05 2.49 -0.49  0.459
H 4.43 0.64 0.64  0.414
H 4.52 -1.68 1.54  0.468
H 2.51 -3.15 1.31  0.414
H 0.52 -2.25 0.15  0.495
C -2.41 0.67 -0.31  -1.167
C -2.18 -0.50 0.46  0.612
C -2.18 -1.78 -0.17  0.033
C -2.08 -2.93 0.58  -0.835
C -1.98 -2.84 1.97  -0.264
C -1.99 -1.60 2.62  -0.683
C -2.06 -0.44 1.88  -0.405
H -2.61 1.60 0.22  0.409
H -2.99 0.56 -1.23  0.527
H -2.31 -1.84 -1.25  0.416
H -2.10 -3.90 0.11  0.452
H -1.89 -3.75 2.56  0.464
H -1.96 -1.55 3.69  0.444
H -2.07 0.53 2.37  0.440



This record from the Open Molecules 2025 dataset describes C31H42HfN2O8SbSe4Si as an isolated structure. The level of theory is ωB97M-V/def2-TZVPD.

Output
Relative energy (zero: lowest compared OMol25 entry of this formula, charge and spin), kcal/mol: 27.4
HOMO, eV: -9.71
Kohn-Sham gap, eV: 5.637
Charge: +1

Last column: Mulliken charge in e.
Cartesian coordinates (Å):
Hf 0.52 -0.70 1.16  0.222
O 2.05 0.71 4.79  -0.524
C 1.94 0.38 3.56  0.382
O 0.73 0.20 3.14  -0.193
C 3.06 0.03 2.77  0.030
C 4.35 0.08 3.24  -0.409
C 5.33 -0.66 2.48  -0.821
C 4.96 -1.73 1.73  -1.183
C 3.54 -1.85 1.37  -0.504
N 2.67 -0.71 1.57  -0.037
C 2.99 -2.92 0.75  0.970
O 3.52 -4.11 0.64  -0.655
O 1.62 -2.81 0.55  2.044
H 1.19 0.94 5.14  0.405
H 4.60 0.63 4.14  0.528
H 6.38 -0.53 2.66  0.447
H 5.62 -2.39 1.18  0.491
H 2.91 -4.87 0.52  0.353
N -0.23 -1.40 -1.16  -0.095
C 0.92 -1.75 -1.98  0.921
C 1.61 -0.73 -2.59  -0.452
C 2.49 -1.09 -3.62  -0.645
C 2.94 -2.37 -3.81  -1.335
C 2.42 -3.37 -2.95  -0.602
C 1.34 -3.06 -2.15  1.098
C 0.90 -4.11 -1.27  0.358
C 0.38 -5.27 -1.78  -0.382
C -0.03 -6.30 -0.87  -0.947
C 0.20 -6.20 0.51  -1.016
C 0.69 -4.95 1.03  0.591
C 1.01 -4.04 0.12  -2.450
H -0.70 -0.53 -1.43  -0.909
H -0.86 -2.18 -1.08  0.548
H 1.22 0.32 -2.59  0.169
H 2.94 -0.26 -4.14  0.500
H 3.59 -2.61 -4.59  0.510
H 2.74 -4.39 -2.93  0.624
H 0.31 -5.39 -2.90  0.432
H -0.50 -7.14 -1.33  0.493
H -0.23 -6.92 1.25  0.366
H 0.91 -4.79 2.06  0.771
C -0.84 2.24 -4.02  -1.452
C -1.67 1.34 -3.09  1.607
C -3.14 1.81 -3.07  -1.622
C -1.56 -0.16 -3.56  -1.695
O -1.09 1.42 -1.75  1.202
Si -1.30 1.92 -0.18  -1.613
O -0.16 0.99 0.56  2.459
O -1.03 3.44 0.26  -0.325
C 0.19 4.19 0.46  1.736
C 1.08 3.62 1.53  -1.352
C -0.19 5.59 0.90  -1.944
C 0.91 4.29 -0.93  -1.538
O -2.87 1.53 0.18  -0.649
C -3.94 2.05 1.03  1.861
C -4.25 1.01 2.15  -1.866
C -3.44 3.29 1.71  -1.816
C -5.17 2.39 0.18  -1.681
H -1.17 2.12 -5.04  0.437
H 0.16 1.82 -3.93  0.315
H -0.85 3.29 -3.72  0.265
H -3.54 1.78 -4.11  0.474
H -3.19 2.88 -2.86  0.370
H -3.81 1.30 -2.38  0.201
H -2.08 -0.21 -4.54  0.535
H -2.01 -0.86 -2.88  0.529
H -0.52 -0.48 -3.65  0.200
H 0.58 3.63 2.49  0.382
H 2.04 4.18 1.40  0.447
H 1.44 2.63 1.27  0.004
H -0.45 5.64 1.95  0.409
H -0.96 6.02 0.29  0.449
H 0.67 6.31 0.79  0.381
H 1.04 3.27 -1.24  0.182
H 1.81 4.82 -0.84  0.550
H 0.20 4.76 -1.60  0.313
H -3.37 0.70 2.62  0.390
H -4.63 0.07 1.78  0.385
H -4.91 1.40 2.87  0.462
H -2.60 2.99 2.29  0.331
H -4.21 3.59 2.43  0.556
H -3.26 4.05 0.96  0.356
H -5.33 1.52 -0.50  0.263
H -4.93 3.22 -0.43  0.400
H -6.05 2.66 0.74  0.437
Se -1.73 -5.41 3.92  -0.453
Sb -1.16 -3.15 3.98  0.879
Se -0.50 -1.94 6.02  -0.285
Se 1.33 -2.75 4.47  -0.264
Se -1.58 -1.96 1.89  -0.308